1.
Formula: C4H5NO2
Source: OMol25
Level of theory: ωB97M-V with the def2-TZVPD basis set

Calculated values
* F_max: 3.29 eV/A
* HOMO-LUMO gap: 0.337 Ha
* energy relative to the best compared isomer or geometry (same formula, charge and spin): 3.0077 eV
* HOMO energy: -0.35810 Ha
* SMILES: O=CC(=O)N1CC1

Last column: natural (NBO) charge in e.
Cartesian coordinates (Å):
O -0.11397 -1.47619 1.10822  -0.50
C -0.98896 -1.15876 0.31630  0.33
C -0.76500 0.10066 -0.51429  0.59
O -1.68207 0.32629 -1.25000  -0.47
N 0.42131 0.89381 -0.46749  -0.47
C 1.75314 0.34580 -0.28244  -0.25
C 1.08643 1.07355 0.87165  -0.26
H -1.83632 -1.82783 0.12438  0.16
H 2.49886 0.96197 -0.77648  0.21
H 2.11714 -0.73251 -0.03138  0.22
H 0.70584 0.31576 1.55910  0.23
H 1.41987 2.05761 1.18369  0.21

Forces on the atoms, in the same order (eV/Å):
-1.384 -0.390 -0.516
2.934 -0.462 1.414
-0.428 -0.453 -0.229
-0.056 0.825 -0.598
-0.595 -0.079 0.335
1.441 -0.581 1.895
0.011 -1.681 -1.013
-0.336 0.434 -0.192
-0.109 -0.362 -0.343
-1.418 1.810 -0.912
0.372 0.991 0.382
-0.432 -0.051 -0.224

***

2.
Formula: C4H5NO2
Source: OMol25
Level of theory: ωB97M-V with the def2-TZVPD basis set

Calculated values
* F_max: 0.53 eV/A
* HOMO-LUMO gap (spin up / spin down): 0.310 / 0.310 Ha
* energy relative to the best compared isomer or geometry (same formula, charge and spin): 4.5533 eV
* HOMO energy (spin up / spin down): -0.30579 / -0.30581 Ha

Last column: natural (NBO) charge in e.
Cartesian coordinates (Å):
O 3.12763 -0.06303 -0.21287  -0.51
C 1.96542 -0.14142 -0.53031  0.41
C 0.83951 0.32690 0.32436  -0.18
C -0.32021 1.11644 -0.31094  -0.44
N -0.42356 -0.29242 -0.01049  -0.37
C -1.44832 -0.83850 0.55355  0.51
O -2.58957 -0.22117 0.43527  -0.62
H 1.64492 -0.53482 -1.51963  0.11
H 1.07483 0.46641 1.37867  0.22
H -0.15048 1.24005 -1.38930  0.17
H -2.29954 0.71195 0.17397  0.51
H -1.42064 -1.77039 1.10773  0.19

Forces on the atoms, in the same order (eV/Å):
-0.514 -0.020 -0.143
0.307 0.056 0.064
0.222 -0.115 0.199
0.066 0.068 -0.176
-0.365 -0.078 0.176
0.220 0.031 -0.084
0.141 0.139 -0.021
0.060 0.033 0.069
-0.048 -0.009 -0.136
0.007 -0.035 0.108
-0.126 -0.151 0.008
0.030 0.082 -0.064

***

3.
Formula: C4H5NO2
Source: OMol25
Level of theory: ωB97M-V with the def2-TZVPD basis set

Calculated values
* F_max: 1.33 eV/A
* HOMO-LUMO gap (spin up / spin down): 0.314 / 0.314 Ha
* energy relative to the best compared isomer or geometry (same formula, charge and spin): 6.6192 eV
* HOMO energy (spin up / spin down): -0.31613 / -0.31611 Ha

Last column: natural (NBO) charge in e.
Cartesian coordinates (Å):
O 1.62140 0.45627 -0.78994  -0.45
C 1.64801 -0.81496 -0.34318  0.09
C 0.84232 0.46257 0.47784  0.09
C -0.45335 1.24688 0.18994  -0.22
N -0.54941 -0.08211 0.67486  -0.42
C -1.20900 -1.11420 -0.02034  0.52
O -2.17965 -0.94118 -0.72080  -0.54
H 1.11778 -1.45977 -1.09574  0.10
H 1.42081 0.69490 1.36896  0.25
H -0.74178 1.44005 -0.84647  0.23
H -0.67207 2.03974 0.90654  0.22
H -0.77782 -2.10205 0.23192  0.14

Forces on the atoms, in the same order (eV/Å):
-0.369 -0.709 0.606
0.447 -0.480 -0.629
-0.714 1.093 0.239
0.014 0.223 0.028
0.249 -0.095 -0.357
-0.130 0.100 -0.178
0.746 -0.049 0.564
-0.001 0.229 0.103
-0.224 -0.204 -0.358
0.162 -0.093 0.291
-0.022 -0.216 -0.155
-0.158 0.200 -0.153

***

4.
Formula: C4H5NO2
Source: OMol25
Level of theory: ωB97M-V with the def2-TZVPD basis set

Calculated values
* F_max: 0.72 eV/A
* HOMO-LUMO gap: 0.394 Ha
* energy relative to the best compared isomer or geometry (same formula, charge and spin): 2.2364 eV
* HOMO energy: -0.37145 Ha
* SMILES: O=C[C@H]1CN1C=O

Last column: natural (NBO) charge in e.
Cartesian coordinates (Å):
O -2.45895 -1.46321 -0.31507  -0.50
C -1.40728 -0.91105 -0.53087  0.41
C -0.59663 -0.31943 0.56988  -0.16
C 0.90272 -0.70923 0.39650  -0.19
N 0.46037 0.62302 0.46076  -0.43
C 0.73874 1.75316 -0.25861  0.54
O 1.81320 1.98940 -0.75538  -0.56
H -0.90465 -0.95240 -1.51670  0.12
H -1.13200 -0.27127 1.52228  0.23
H 1.31095 -1.01372 -0.57959  0.21
H 1.38984 -1.17535 1.24566  0.22
H -0.11632 2.45008 -0.23887  0.12

Forces on the atoms, in the same order (eV/Å):
0.461 0.378 -0.217
-0.236 -0.079 -0.010
-0.082 -0.197 0.066
0.102 -0.140 0.215
0.150 0.267 0.011
0.179 0.031 -0.203
-0.356 -0.037 0.110
-0.196 0.171 -0.125
0.388 -0.599 -0.097
-0.602 -0.164 0.345
0.086 0.349 0.092
0.106 0.020 -0.187

***

5.
Formula: C4H5NO2
Source: OMol25
Level of theory: ωB97M-V with the def2-TZVPD basis set

Calculated values
* F_max: 0.76 eV/A
* HOMO-LUMO gap: 0.351 Ha
* energy relative to the best compared isomer or geometry (same formula, charge and spin): 7.0231 eV
* HOMO energy: -0.33224 Ha
* SMILES: COC#[N+][O-].C#C

Last column: natural (NBO) charge in e.
Cartesian coordinates (Å):
C 1.87307 0.33573 1.10887  -0.25
O 1.46953 -0.23198 -0.15136  -0.48
C 0.22618 -0.61543 -0.13993  0.50
N -0.62804 -1.20647 0.45537  0.07
O -1.82899 -1.41108 0.58428  -0.43
H 1.18594 1.14008 1.38628  0.19
H 1.85674 -0.45294 1.86736  0.19
H 2.88104 0.71583 0.95601  0.20
C -2.23951 0.12506 -1.33039  -0.17
C -1.20871 0.69818 -1.60891  -0.34
H -3.09895 -0.44495 -1.06718  0.25
H -0.48831 1.34798 -2.06039  0.24

Forces on the atoms, in the same order (eV/Å):
0.149 0.148 0.291
-0.146 -0.078 -0.132
-0.239 -0.505 0.483
0.472 0.364 -0.435
0.117 -0.160 0.118
0.146 -0.089 -0.032
0.046 0.149 -0.072
-0.093 -0.028 0.075
0.285 0.297 -0.266
-0.735 -0.082 -0.150
-0.029 0.190 -0.078
0.028 -0.205 0.199

***

6.
Formula: C4H5NO2
Source: OMol25
Level of theory: ωB97M-V with the def2-TZVPD basis set

Calculated values
* F_max: 4.77 eV/A
* HOMO-LUMO gap: 0.334 Ha
* energy relative to the best compared isomer or geometry (same formula, charge and spin): 2.4839 eV
* HOMO energy: -0.30665 Ha
* SMILES: Nc1cocc1O

Last column: natural (NBO) charge in e.
Cartesian coordinates (Å):
N 2.09143 0.26077 -0.03319  -0.84
C 0.72998 0.32252 -0.20062  0.00
C -0.07203 1.42242 -0.22714  0.07
O -1.40712 1.05350 -0.13056  -0.40
C -1.48058 -0.22590 0.05876  0.01
C -0.29579 -0.73021 0.12610  0.19
O -0.02948 -2.04180 0.35979  -0.66
H 2.59924 0.63028 -0.81571  0.37
H 2.46862 0.84924 0.68222  0.37
H 0.01013 2.44731 -0.23242  0.19
H -2.49609 -0.47811 0.24264  0.20
H 0.98134 -2.10066 -0.02080  0.49

Forces on the atoms, in the same order (eV/Å):
2.074 -0.583 -0.522
-4.035 0.615 1.773
-1.750 -2.181 -0.342
1.503 4.360 -0.656
-2.955 -0.145 0.508
4.095 -1.949 -0.740
4.489 -0.277 -1.599
0.031 -0.372 -0.893
-0.357 0.060 1.065
0.737 1.998 -0.300
-0.290 -1.205 0.052
-3.543 -0.320 1.652

***

7.
Formula: C4H5NO2
Source: OMol25
Level of theory: ωB97M-V with the def2-TZVPD basis set

Calculated values
* F_max: 0.52 eV/A
* HOMO-LUMO gap: 0.398 Ha
* energy relative to the best compared isomer or geometry (same formula, charge and spin): 1.2538 eV
* HOMO energy: -0.37017 Ha
* SMILES: O=C[C@H]1CN=CO1

Last column: natural (NBO) charge in e.
Cartesian coordinates (Å):
O 2.65026 0.12180 -0.93616  -0.49
C 1.47448 -0.13820 -0.94285  0.43
C 0.58911 -0.01659 0.27845  -0.04
C -0.58219 0.97880 0.08676  -0.27
N -1.77346 0.23333 0.50302  -0.45
C -1.39217 -0.95950 0.66446  0.38
O -0.08273 -1.27351 0.48331  -0.48
H 0.94764 -0.46337 -1.86545  0.11
H 1.21377 0.20082 1.15090  0.20
H -0.70433 1.27834 -0.96326  0.20
H -0.46325 1.88685 0.68150  0.22
H -2.02226 -1.79741 0.94578  0.20

Forces on the atoms, in the same order (eV/Å):
-0.507 -0.074 -0.060
0.356 0.110 0.031
0.088 0.153 0.025
0.132 0.199 -0.089
0.116 -0.425 0.060
-0.283 0.183 0.021
0.002 -0.037 0.013
0.076 -0.031 0.083
-0.116 -0.035 -0.107
0.050 -0.024 0.153
0.015 -0.134 -0.075
0.073 0.115 -0.056

***

8.
Formula: C4H5NO2
Source: OMol25
Level of theory: ωB97M-V with the def2-TZVPD basis set

Calculated values
* F_max: 0.62 eV/A
* HOMO-LUMO gap: 0.389 Ha
* energy relative to the best compared isomer or geometry (same formula, charge and spin): 1.2425 eV
* HOMO energy: -0.36374 Ha
* SMILES: O=C[C@H]1CN=CO1

Last column: natural (NBO) charge in e.
Cartesian coordinates (Å):
O -2.18508 0.24200 1.03779  -0.50
C -1.69834 -0.25786 0.05418  0.43
C -0.37701 0.19192 -0.55595  -0.05
C 0.53891 0.95972 0.41389  -0.28
N 1.65218 0.04260 0.67604  -0.45
C 1.45846 -0.96117 -0.06600  0.37
O 0.36781 -0.99773 -0.88065  -0.49
H -2.19163 -1.09337 -0.48066  0.12
H -0.58520 0.72476 -1.49116  0.21
H 0.92478 1.89003 -0.01368  0.21
H 0.00887 1.19941 1.34029  0.23
H 2.09515 -1.83634 -0.13333  0.19

Forces on the atoms, in the same order (eV/Å):
0.214 -0.235 -0.535
-0.209 0.231 0.390
-0.042 0.148 0.050
-0.119 0.223 0.020
-0.093 -0.446 -0.287
0.223 0.166 0.258
0.029 -0.025 -0.034
0.043 0.032 0.077
-0.012 -0.048 0.135
-0.074 -0.128 0.053
0.085 -0.015 -0.133
-0.047 0.098 0.006

***

9.
Formula: C4H5NO2
Source: OMol25
Level of theory: ωB97M-V with the def2-TZVPD basis set

Calculated values
* F_max: 2.43 eV/A
* HOMO-LUMO gap: 0.381 Ha
* energy relative to the best compared isomer or geometry (same formula, charge and spin): 2.2982 eV
* HOMO energy: -0.37045 Ha
* SMILES: O=C=NCCC=O

Last column: natural (NBO) charge in e.
Cartesian coordinates (Å):
O -1.66944 1.66534 -0.67030  -0.50
C -0.53581 1.39662 -0.51649  0.83
N 0.68252 1.31505 -0.48595  -0.53
C 1.29680 0.05280 -0.08898  -0.24
C 0.14281 -0.89776 -0.36452  -0.50
C -1.04519 -0.30945 0.78608  0.39
O -0.64964 -0.04609 1.89197  -0.51
H 1.53912 0.05271 0.97680  0.23
H 2.23113 -0.07149 -0.65238  0.22
H 0.01151 -0.91966 -1.47511  0.23
H 0.13282 -1.90662 0.01295  0.23
H -2.13663 -0.33145 0.58593  0.16

Forces on the atoms, in the same order (eV/Å):
0.588 -0.083 0.166
0.479 2.013 -1.271
-0.253 0.597 0.253
-0.231 -0.117 0.142
-1.197 0.189 1.090
0.832 -1.738 -0.044
-0.153 -0.148 -0.941
0.015 0.215 -0.135
-0.471 -0.277 0.012
-0.823 0.164 1.054
0.748 -0.605 0.007
0.465 -0.210 -0.334